(1)
The following is a quantum chemistry calculation of a cluster of 8 separate species, C43H101BrFINO19P2 in total, from OMol25.

ORCA input file:
```
! RIJCOSX wB97M-V def2-TZVPD def2/J DEFGRID3
* xyz -1 1
C 1.436 2.087 3.555
C 1.252 2.952 2.275
N 1.235 2.149 1.070
P 0.226 2.311 -0.403
C 1.786 2.182 -1.558
C 2.381 0.903 -2.118
O 1.952 0.788 -3.535
C 1.663 -0.448 -3.943
O 2.446 -1.336 -3.847
C 0.285 -0.619 -4.528
C -0.422 -1.767 -3.793
C 0.589 4.262 -0.480
C -0.318 5.299 0.091
O -1.291 5.791 -0.291
I 0.610 6.496 1.836
C -0.006 0.348 -0.320
F 1.141 -0.284 0.263
C -1.179 -0.280 0.451
C -0.829 -0.745 1.879
C -0.907 2.259 -2.070
Br -1.465 3.965 -2.875
C -2.137 1.329 -2.075
C -3.133 1.476 -3.240
P -1.569 2.936 0.982
O -3.067 3.239 0.326
O -1.823 2.085 2.388
H 1.695 1.067 3.257
H 2.194 2.502 4.223
H 0.487 2.009 4.099
H 0.386 3.586 2.421
H 2.109 3.646 2.261
H 2.187 1.907 0.835
H 1.557 2.782 -2.450
H 2.622 2.759 -1.139
H 2.140 -0.044 -1.644
H 3.475 0.969 -2.127
H -0.266 0.320 -4.433
H 0.356 -0.842 -5.597
H 0.158 -2.684 -3.920
H -0.470 -1.530 -2.725
H -1.440 -1.905 -4.163
H 0.750 4.603 -1.511
H 1.572 4.401 -0.023
H 0.011 -0.066 -1.335
H -2.113 0.274 0.465
H -1.441 -1.209 -0.086
H -0.289 -1.695 1.860
H -0.278 0.013 2.436
H -1.770 -0.919 2.414
H -0.255 1.830 -2.838
H -2.708 1.407 -1.155
H -1.784 0.297 -2.144
H -3.848 2.282 -3.079
H -2.632 1.577 -4.206
H -3.716 0.545 -3.287
H -3.693 2.502 0.412
H -2.119 2.693 3.079
C -2.846 8.815 0.126
O -2.375 10.131 0.393
C -3.400 11.090 0.526
C -3.669 11.413 1.981
O -4.204 10.303 2.679
C -3.242 9.600 3.447
H -2.016 8.126 0.259
H -3.650 8.534 0.810
H -3.205 8.739 -0.906
H -4.321 10.749 0.041
H -3.069 12.005 0.020
H -4.404 12.223 2.040
H -2.745 11.757 2.456
H -2.952 10.181 4.330
H -2.352 9.362 2.862
H -3.705 8.670 3.774
C -4.909 -2.909 -1.109
O -3.815 -3.220 -1.953
C -2.715 -3.790 -1.262
C -2.635 -5.285 -1.458
O -3.733 -5.961 -0.861
C -4.734 -6.335 -1.784
H -5.758 -2.664 -1.745
H -5.176 -3.752 -0.466
H -4.683 -2.038 -0.486
H -2.762 -3.548 -0.196
H -1.807 -3.330 -1.667
H -1.723 -5.656 -0.981
H -2.579 -5.518 -2.527
H -4.396 -7.167 -2.413
H -5.024 -5.498 -2.425
H -5.601 -6.660 -1.211
C 2.673 -2.802 0.855
O 2.189 -4.092 1.209
C 2.931 -5.161 0.655
C 3.845 -5.783 1.690
O 4.862 -4.894 2.118
C 4.581 -4.275 3.360
H 2.172 -2.080 1.495
H 3.755 -2.723 0.998
H 2.425 -2.571 -0.185
H 3.503 -4.829 -0.216
H 2.219 -5.926 0.323
H 4.336 -6.659 1.253
H 3.252 -6.119 2.549
H 4.674 -4.992 4.184
H 3.578 -3.841 3.374
H 5.311 -3.480 3.500
C 1.377 -4.813 7.348
O 1.762 -6.020 6.718
C 0.701 -6.947 6.567
C 0.134 -6.937 5.164
O -0.506 -5.714 4.861
C 0.288 -4.840 4.072
H 2.200 -4.109 7.232
H 0.480 -4.388 6.892
H 1.198 -4.972 8.417
H -0.095 -6.742 7.291
H 1.105 -7.942 6.780
H -0.616 -7.731 5.081
H 0.930 -7.147 4.441
H 0.366 -5.203 3.043
H 1.292 -4.724 4.488
H -0.205 -3.869 4.061
C 8.300 -2.710 -3.904
O 7.305 -1.714 -3.823
C 5.975 -2.180 -4.014
C 5.247 -2.280 -2.697
O 5.796 -3.290 -1.857
C 6.650 -2.779 -0.853
H 9.227 -2.276 -3.530
H 8.047 -3.584 -3.298
H 8.456 -3.026 -4.943
H 5.960 -3.136 -4.548
H 5.461 -1.438 -4.631
H 4.201 -2.523 -2.880
H 5.279 -1.307 -2.195
H 6.074 -2.263 -0.077
H 7.390 -2.089 -1.268
H 7.164 -3.623 -0.398
C 6.833 1.962 -3.134
O 6.773 3.296 -2.661
C 5.457 3.829 -2.681
C 4.797 3.781 -1.320
O 4.561 2.448 -0.895
C 5.499 1.969 0.049
H 7.819 1.560 -2.909
H 6.080 1.340 -2.644
H 6.676 1.924 -4.218
H 4.837 3.294 -3.408
H 5.532 4.873 -3.002
H 3.825 4.280 -1.381
H 5.408 4.317 -0.586
H 5.343 2.439 1.026
H 6.527 2.147 -0.278
H 5.339 0.895 0.148
C -9.461 0.935 -1.577
O -10.147 -0.249 -1.211
C -9.480 -1.436 -1.606
C -8.735 -2.076 -0.456
O -7.662 -1.266 -0.010
C -7.944 -0.551 1.178
H -9.943 1.763 -1.061
H -8.409 0.898 -1.286
H -9.529 1.105 -2.657
H -8.788 -1.231 -2.430
H -10.241 -2.135 -1.968
H -8.311 -3.026 -0.798
H -9.425 -2.290 0.366
H -7.958 -1.223 2.043
H -8.901 -0.026 1.114
H -7.147 0.178 1.315
*
```



(2)
The following is a quantum chemistry calculation of a cluster of 11 separate species, C43H104O23 in total, from OMol25.

ORCA input file:
```
! RIJCOSX wB97M-V def2-TZVPD def2/J DEFGRID3
* xyz 0 1
O -1.464 1.054 1.231
C -0.701 0.993 0.267
O -1.023 1.578 -0.918
C 0.176 1.593 -1.710
C 1.185 0.810 -0.913
O 0.500 0.498 0.352
H 0.014 1.104 -2.678
H 0.521 2.620 -1.889
H 2.083 1.333 -0.663
H 1.361 -0.134 -1.411
C -1.603 -0.750 -3.762
O -0.193 -1.016 -3.817
C 0.245 -0.339 -5.010
C 1.818 -0.260 -5.147
O 2.371 -1.574 -5.313
C 3.697 -1.405 -5.595
H -2.048 -0.936 -2.784
H -2.241 -1.315 -4.412
H -1.745 0.384 -3.808
H -0.133 0.708 -5.002
H -0.124 -0.796 -5.918
H 2.217 0.208 -4.246
H 2.154 0.353 -5.972
H 4.106 -0.685 -4.846
H 4.006 -1.010 -6.589
H 4.250 -2.349 -5.493
C 5.972 -3.105 4.902
O 5.322 -1.952 4.311
C 5.872 -1.556 3.103
C 5.061 -0.307 2.584
O 3.727 -0.434 2.175
C 3.225 -1.693 1.706
H 5.502 -3.991 4.433
H 5.833 -3.045 5.990
H 7.069 -3.170 4.805
H 5.841 -2.276 2.274
H 6.946 -1.277 3.274
H 5.662 0.094 1.741
H 5.075 0.490 3.338
H 3.702 -2.031 0.784
H 2.145 -1.589 1.541
H 3.305 -2.531 2.424
C 2.342 4.230 -0.546
O 1.345 3.750 0.393
C 1.923 3.162 1.584
C 0.874 2.929 2.588
O 0.619 4.131 3.283
C -0.285 3.922 4.330
H 2.907 3.405 -1.019
H 3.051 4.900 -0.050
H 1.903 4.892 -1.278
H 2.662 3.817 2.032
H 2.431 2.233 1.314
H 1.204 2.090 3.230
H -0.094 2.612 2.153
H -1.303 3.723 3.924
H -0.473 4.840 4.840
H -0.054 3.065 4.966
C -2.230 3.710 -4.502
O -0.873 3.370 -4.911
C -0.022 4.496 -4.584
C 1.454 4.128 -4.712
O 1.762 3.099 -3.805
C 3.132 2.625 -3.780
H -2.843 2.796 -4.678
H -2.724 4.548 -4.987
H -2.153 3.860 -3.391
H -0.229 4.797 -3.535
H -0.234 5.357 -5.230
H 2.101 4.986 -4.449
H 1.640 3.833 -5.747
H 3.956 3.335 -3.599
H 3.391 2.223 -4.793
H 3.161 1.871 -2.987
C -3.713 3.663 -0.256
O -3.011 4.854 -0.186
C -1.648 4.643 0.148
C -0.811 5.937 0.105
O -1.358 7.012 0.835
C -1.603 6.798 2.188
H -3.851 3.153 0.700
H -3.401 2.920 -1.034
H -4.777 3.851 -0.452
H -1.092 3.916 -0.456
H -1.611 4.239 1.147
H -0.726 6.345 -0.922
H 0.178 5.553 0.357
H -2.524 6.286 2.469
H -1.567 7.747 2.690
H -0.814 6.193 2.599
C -0.652 -2.517 2.896
O 0.151 -3.546 3.415
C -0.614 -4.514 3.981
C 0.196 -5.359 4.941
O 0.560 -4.607 6.031
C 1.575 -5.300 6.737
H -1.362 -2.911 2.111
H -0.013 -1.758 2.490
H -1.220 -1.974 3.655
H -1.073 -5.224 3.212
H -1.474 -4.093 4.558
H 1.083 -5.819 4.470
H -0.416 -6.212 5.247
H 2.536 -5.447 6.205
H 1.245 -6.302 6.995
H 1.844 -4.778 7.646
C -3.253 1.949 3.180
O -4.070 2.823 3.928
C -4.896 2.092 4.765
C -6.321 1.993 4.255
O -6.943 0.869 4.829
C -6.915 -0.210 3.946
H -3.782 1.244 2.562
H -2.591 1.317 3.760
H -2.711 2.591 2.516
H -4.982 2.613 5.724
H -4.490 1.127 5.000
H -6.271 1.946 3.163
H -6.924 2.860 4.450
H -5.976 -0.433 3.440
H -7.766 -0.076 3.213
H -7.050 -1.145 4.472
C -3.576 -4.770 -3.218
O -4.055 -3.436 -3.362
C -4.933 -3.144 -2.247
C -5.100 -1.646 -2.252
O -4.043 -0.982 -1.624
C -4.329 0.413 -1.554
H -4.458 -5.402 -3.375
H -3.084 -5.007 -2.258
H -2.821 -4.923 -3.977
H -4.543 -3.546 -1.313
H -5.856 -3.648 -2.500
H -6.088 -1.314 -1.869
H -5.114 -1.348 -3.343
H -5.326 0.438 -1.114
H -4.453 0.900 -2.546
H -3.659 0.865 -0.842
C 5.913 2.018 -0.606
O 5.012 0.999 -0.893
C 5.392 0.177 -1.972
C 4.643 -1.165 -1.984
O 3.291 -1.057 -2.423
C 2.646 -2.298 -2.281
H 5.619 2.898 -1.204
H 6.970 1.770 -0.764
H 5.871 2.343 0.428
H 6.487 -0.028 -2.017
H 5.086 0.587 -2.922
H 4.616 -1.516 -0.921
H 5.226 -1.815 -2.684
H 3.099 -3.151 -2.840
H 1.642 -2.245 -2.663
H 2.613 -2.613 -1.240
C -1.490 -2.838 -1.138
O -1.282 -4.060 -0.490
C -0.091 -4.677 -0.908
C 0.072 -5.986 -0.137
O -0.748 -7.035 -0.589
C -2.075 -7.093 -0.054
H -1.579 -2.910 -2.217
H -0.653 -2.165 -0.853
H -2.385 -2.387 -0.689
H 0.782 -3.977 -0.689
H -0.090 -4.970 -1.977
H -0.184 -5.707 0.927
H 1.017 -6.473 -0.145
H -2.441 -7.996 -0.476
H -2.769 -6.304 -0.330
H -1.903 -7.115 1.029
*
```

Calculated values
Structure (SMILES)   O=C1OCCO1.COCCOC.COCCOC.COCCOC.COCCOC.COCCOC.COCCOC.COCCOC.COCCOC.COCCOC.COCCOC



Let's list gap between HOMO and LUMO in order: 5.927, 9.417 eV.